{
  "formula": "C7H15N2",
  "method": "wB97M-V/def2-TZVPD",
  "symbols": ["C", "C", "C", "C", "C", "C", "C", "N", "N", "H", "H", "H", "H", "H", "H", "H", "H", "H", "H", "H", "H", "H", "H", "H"],
  "positions_angstrom": [[-0.87, -0.65, 1.73], [-1.55, 1.27, 0.23], [-1.77, -0.11, 0.61], [-0.15, -0.90, 0.47], [0.59, 0.15, -0.39], [2.15, 0.24, 0.07], [0.41, 0.06, -1.89], [0.06, -2.19, 0.04], [-0.02, 1.43, 0.11], [-0.55, 0.16, 2.50], [-1.33, -1.57, 2.24], [-2.06, 1.43, -0.76], [-2.01, 2.01, 0.99], [-2.51, -0.73, 0.13], [2.34, -0.71, 0.36], [2.21, 0.79, 0.94], [2.87, 0.54, -0.60], [0.95, 1.06, -2.20], [-0.55, -0.21, -2.16], [1.08, -0.67, -2.43], [0.29, -2.15, -1.01], [-0.34, -3.08, 0.27], [0.40, 2.21, -0.42], [0.35, 1.62, 1.15]],
  "orbital_gap_ev": [4.7, 9.6],
  "lumo_energy_ev": [-2.83, -5.28],
  "e_above_lowest_kj_mol": 268.6,
  "largest_force_ev_per_a": 6.44,
  "multiplicity": 3,
  "total_charge": 1
}



{
  "formula": "C14H16O",
  "method": "wB97M-V/def2-TZVPD",
  "symbols": ["C", "C", "C", "C", "C", "O", "C", "C", "H", "H", "H", "H", "H", "H", "H", "H", "C", "C", "C", "C", "C", "C", "C", "H", "H", "H", "H", "H", "H", "H", "H"],
  "positions_angstrom": [[2.47, 0.94, -1.48], [2.38, -0.51, -1.03], [2.13, -0.79, 0.31], [2.25, -2.08, 0.85], [2.34, -3.14, 0.00], [2.45, -4.31, 0.61], [2.63, -2.92, -1.37], [2.72, -1.61, -1.89], [2.03, 0.98, -2.36], [3.49, 1.14, -1.33], [1.98, 1.67, -0.81], [1.83, -0.03, 1.02], [2.22, -2.38, 2.00], [2.34, -4.17, 1.50], [2.96, -3.84, -1.94], [3.02, -1.45, -2.89], [-4.39, 2.78, 0.51], [-3.17, 1.94, 0.46], [-3.27, 0.68, 1.09], [-2.24, -0.23, 1.14], [-0.96, 0.25, 0.77], [-0.78, 1.55, 0.15], [-1.94, 2.35, 0.05], [-5.00, 2.40, 1.41], [-5.01, 2.86, -0.31], [-3.87, 3.77, 0.65], [-4.28, 0.51, 1.36], [-2.55, -1.22, 1.55], [-0.22, -0.51, 0.64], [0.16, 1.98, -0.39], [-1.72, 3.40, -0.27]],
  "orbital_gap_ev": 9.2,
  "lumo_energy_ev": 0.86,
  "e_above_lowest_kj_mol": 268.9,
  "largest_force_ev_per_a": 5.16,
  "smiles": "Cc1ccc(O)cc1.Cc1ccccc1"
}